*one*
{
  "formula": "C5H10N2O",
  "method": "ωB97M-V with the def2-TZVPD basis set",
  "elements": ["C", "C", "C", "C", "C", "H", "H", "H", "H", "H", "H", "H", "H", "H", "H", "N", "N", "O"],
  "coordinates": [[-0.231, -0.505, -0.223], [-1.625, -0.566, -0.456], [-0.405, 0.998, -0.304], [1.028, 1.297, 0.426], [1.183, -0.812, -0.914], [1.247, -1.579, 1.086], [-0.660, -1.869, 1.491], [-1.908, -0.313, -1.379], [-2.378, -1.400, -0.209], [-2.059, 0.687, 1.197], [-0.272, 1.096, -1.397], [1.886, 2.094, 0.331], [0.928, 0.931, 1.562], [1.458, -0.453, -1.773], [1.497, -1.920, -0.552], [0.033, -1.014, 1.157], [-1.943, 0.828, 0.101], [1.742, 0.195, -0.042]],
  "e_homo_ev": -9.10,
  "charge": 0,
  "gap_ev": 9.90,
  "e_lumo_ev": 0.80
}

=====

*two*
{
  "formula": "C5H10N2O",
  "method": "ωB97M-V with the def2-TZVPD basis set",
  "elements": ["N", "C", "C", "N", "O", "H", "H", "H", "H", "H", "H", "C", "C", "C", "H", "H", "H", "H"],
  "coordinates": [[0.465, -1.077, -1.065], [0.962, -1.064, 0.288], [1.948, 0.072, 0.550], [2.299, 0.751, -0.558], [2.310, 0.364, 1.672], [0.149, -2.007, -1.318], [-0.363, -0.462, -1.122], [1.489, -1.997, 0.508], [0.116, -0.896, 1.018], [1.994, 0.401, -1.452], [2.926, 1.536, -0.492], [-2.823, 0.171, -1.207], [-2.101, 0.470, -0.293], [-1.537, 0.852, 1.132], [-3.429, -0.083, -2.029], [-0.534, 1.275, 1.147], [-1.706, 0.008, 1.794], [-2.166, 1.688, 1.429]],
  "e_homo_ev": -9.24,
  "charge": 0,
  "gap_ev": 10.09,
  "e_lumo_ev": 0.85
}

=====

It turns out *two* is the most stable, with the second structure 6.450 eV higher.